Record 1
A structure of composition C48H44F7N3, computed with ωB97M-V/def2-TZVPD.

Last column: Löwdin charge in e.
Positions of all 102 atoms, in Å:
F -1.967 -2.937 2.117  0.04
C -0.918 -3.754 1.965  -0.24
C 0.203 -3.246 1.368  -0.10
C 1.380 -3.980 1.321  -0.12
C 1.396 -5.292 1.769  -0.04
C 0.222 -5.843 2.404  -0.04
C -0.938 -5.044 2.501  0.00
H 0.211 -2.184 1.173  0.06
H 2.225 -3.495 0.855  0.09
H 2.312 -5.864 1.763  0.10
H 0.141 -6.809 2.881  0.09
H -1.832 -5.299 3.051  0.11
F -2.328 1.949 -4.215  0.07
C -1.552 1.241 -3.383  -0.25
C -1.933 -0.043 -3.245  -0.04
C -1.222 -0.935 -2.453  -0.02
C -0.104 -0.450 -1.846  -0.07
C 0.397 0.812 -2.069  -0.07
C -0.384 1.742 -2.789  0.06
H -2.737 -0.456 -3.836  0.13
H -1.534 -1.936 -2.196  0.11
H 0.560 -1.202 -1.447  0.11
H 1.341 1.102 -1.633  -0.05
H 0.017 2.744 -2.730  0.10
F -1.044 -1.797 -0.616  -0.30
C -0.493 -2.978 -0.957  -0.27
C -1.334 -3.983 -1.258  0.00
C -0.812 -5.226 -1.474  -0.03
C 0.538 -5.418 -1.385  -0.07
C 1.370 -4.395 -1.148  -0.09
C 0.892 -3.155 -0.878  -0.06
H -2.401 -3.913 -1.407  0.12
H -1.494 -6.040 -1.672  0.12
H 0.899 -6.422 -1.547  0.12
H 2.445 -4.498 -1.128  0.14
H 1.538 -2.392 -0.469  0.08
F -1.165 4.089 -2.808  0.05
C -1.498 3.920 -1.513  -0.20
C -2.621 4.514 -0.951  -0.02
C -3.001 4.260 0.366  -0.08
C -2.136 3.585 1.242  -0.08
C -0.956 3.057 0.704  -0.08
C -0.611 3.199 -0.637  -0.03
H -3.394 5.011 -1.518  0.11
H -3.893 4.735 0.749  0.10
H -2.237 3.407 2.303  0.05
H -0.285 2.444 1.288  0.07
H 0.304 2.864 -1.102  0.07
F 3.074 0.306 -3.729  0.07
C 2.796 1.401 -2.994  -0.24
C 2.486 1.260 -1.620  -0.08
C 2.297 2.383 -0.795  -0.17
C 2.346 3.630 -1.357  -0.06
C 2.797 3.799 -2.706  -0.05
C 3.009 2.660 -3.574  0.01
H 2.449 0.258 -1.219  0.15
H 1.858 2.208 0.176  0.03
H 2.165 4.526 -0.782  0.11
H 2.947 4.779 -3.135  0.09
H 3.359 2.933 -4.559  0.10
F 0.594 3.556 1.999  0.04
C 1.795 3.019 1.840  -0.22
C 1.905 1.604 1.649  -0.08
C 3.100 0.954 1.301  -0.10
C 4.231 1.734 1.215  -0.04
C 4.173 3.151 1.430  -0.05
C 2.975 3.783 1.684  -0.02
H 1.007 1.028 1.484  0.04
H 3.106 -0.071 0.961  0.01
H 5.099 1.272 0.768  0.11
H 5.048 3.744 1.209  0.11
H 2.911 4.861 1.724  0.12
F -3.926 -2.007 -2.518  0.10
C -3.673 -1.311 -1.428  -0.33
C -3.146 -1.929 -0.316  0.00
C -2.866 -1.139 0.826  -0.10
C -3.035 0.202 0.739  -0.08
C -3.515 0.877 -0.436  0.01
C -3.837 0.051 -1.514  -0.02
H -3.127 -3.008 -0.279  0.11
H -2.561 -1.545 1.779  0.11
H -2.915 0.858 1.589  0.08
H -3.768 1.924 -0.509  0.10
H -4.282 0.372 -2.444  0.13
C 1.516 -1.190 3.193  -0.05
C 2.081 -1.289 1.838  -0.20
N 2.486 -1.382 0.784  0.20
H 1.884 -0.330 3.754  0.12
H 1.626 -2.163 3.672  0.11
H 0.454 -1.279 2.965  0.06
C -0.393 -0.617 0.491  -0.12
C 0.116 0.713 0.145  -0.11
N 0.472 1.736 -0.192  -0.10
H -0.419 -0.648 1.580  0.07
H 0.306 -1.332 0.057  0.07
H -1.423 -0.637 0.137  0.08
C -1.545 2.105 3.465  -0.03
C -0.606 1.022 3.095  -0.05
N 0.170 0.227 2.717  -0.03
H -2.580 1.967 3.154  0.09
H -1.128 2.771 2.709  0.02
H -1.460 2.513 4.472  0.11

Computed properties:
- ΔE to the lowest compared entry with this formula, charge and spin (kJ/mol) = 3774.1
- spin multiplicity = 1
- total charge = 0

Record 2
A structure of composition C38H34N6OSiY, computed with ωB97M-V/def2-TZVPD.

Last column: Löwdin charge in e.
Positions of all 81 atoms, in Å:
Y -0.351 -0.529 -0.681  1.60
N 7.318 6.778 -0.754  0.17
C 6.492 5.980 -0.761  -0.18
C 5.459 4.982 -0.765  -0.22
C 5.159 4.292 0.408  0.00
C 4.165 3.330 0.401  -0.01
C 3.464 3.055 -0.768  -0.21
C 3.763 3.748 -1.935  0.00
C 4.761 4.708 -1.939  0.00
C 2.384 2.023 -0.760  -0.03
C 2.813 0.686 -0.761  -0.25
C 4.163 0.270 -0.698  0.00
C 4.164 -1.108 -0.607  -0.06
C 2.819 -1.491 -0.625  -0.18
N 1.989 -0.440 -0.731  -0.07
C 1.081 2.514 -0.696  -0.25
C 0.720 3.881 -0.562  0.01
C -0.648 3.931 -0.414  -0.04
C -1.090 2.599 -0.454  -0.15
N -0.080 1.740 -0.633  -0.07
H 5.705 4.514 1.314  0.13
H 3.924 2.785 1.306  0.12
H 3.215 3.534 -2.844  0.13
H 5.003 5.247 -2.844  0.13
H 5.023 0.920 -0.715  0.12
H 5.016 -1.762 -0.533  0.10
H 2.433 -2.497 -0.545  0.09
H 1.406 4.712 -0.565  0.12
H -1.265 4.804 -0.282  0.11
H -2.103 2.236 -0.348  0.11
C -2.556 0.708 -3.012  -0.18
Si -3.422 -0.498 -1.848  0.38
C -5.254 -0.134 -1.816  -0.17
C -3.187 -2.194 -2.631  -0.17
N -2.529 -0.450 -0.352  -0.21
C -2.965 -0.380 0.963  -0.32
C -4.296 -0.257 1.391  -0.02
C -4.635 -0.213 2.734  -0.07
C -3.667 -0.297 3.724  -0.08
C -2.339 -0.421 3.348  -0.01
C -2.023 -0.443 2.006  -0.22
O -0.669 -0.612 1.600  -0.15
C 0.353 0.053 2.315  -0.28
C 0.239 1.398 2.620  -0.01
C 1.314 2.026 3.227  -0.05
C 2.476 1.317 3.509  -0.08
C 2.565 -0.030 3.193  -0.06
C 1.491 -0.677 2.596  -0.01
H -2.919 0.552 -4.030  0.04
H -1.462 0.592 -3.069  0.01
H -2.737 1.750 -2.745  0.03
H -5.619 -0.141 -2.847  0.04
H -5.489 0.844 -1.394  0.04
H -5.816 -0.894 -1.272  0.04
H -3.789 -2.275 -3.540  0.04
H -3.490 -2.996 -1.955  0.03
H -2.150 -2.383 -2.924  0.01
H -5.079 -0.191 0.652  0.08
H -5.677 -0.113 3.008  0.11
H -3.936 -0.270 4.770  0.11
H -1.549 -0.489 4.086  0.13
H -0.670 1.938 2.388  0.13
H 1.244 3.077 3.476  0.12
H 3.309 1.815 3.988  0.11
H 3.466 -0.585 3.417  0.11
H 1.530 -1.730 2.350  0.13
N 0.205 -4.915 -2.028  0.15
C 0.461 -3.597 -2.017  -0.16
N -0.235 -2.952 -1.104  0.00
C -1.003 -3.930 -0.463  -0.23
C -1.923 -3.819 0.580  0.00
C -2.544 -4.976 0.998  -0.06
C -2.269 -6.219 0.402  -0.06
C -1.363 -6.341 -0.629  0.00
C -0.738 -5.170 -1.045  -0.18
H 0.622 -5.585 -2.652  0.17
H 1.164 -3.141 -2.697  0.14
H -2.151 -2.866 1.039  0.10
H -3.264 -4.929 1.803  0.11
H -2.780 -7.100 0.765  0.11
H -1.149 -7.298 -1.086  0.12

Computed properties:
- spin multiplicity = 1
- total charge = +1

The records above yield E values of -2717.32975, -2200.05462 Ha, respectively.
The records above yield largest force on an atom values of 0.2457, 0.0070 Eh/bohr, respectively.
The records above yield orbital gap values of 7.46, 6.68 eV, respectively.